{"formula": "C38H78BNO9", "method": "wB97M-V/def2-TZVPD", "species": ["B", "C", "C", "N", "C", "C", "C", "C", "O", "H", "H", "H", "H", "H", "H", "H", "H", "H", "H", "H", "H", "H", "H", "C", "C", "C", "O", "C", "H", "H", "H", "H", "H", "H", "H", "H", "C", "C", "C", "O", "C", "H", "H", "H", "H", "H", "H", "H", "H", "C", "C", "C", "O", "C", "H", "H", "H", "H", "H", "H", "H", "H", "C", "C", "C", "O", "C", "H", "H", "H", "H", "H", "H", "H", "H", "C", "C", "C", "O", "C", "H", "H", "H", "H", "H", "H", "H", "H", "C", "C", "C", "O", "C", "H", "H", "H", "H", "H", "H", "H", "H", "C", "C", "C", "O", "C", "H", "H", "H", "H", "H", "H", "H", "H", "C", "C", "C", "O", "C", "H", "H", "H", "H", "H", "H", "H", "H"], "coordinates": [[-1.43898, -2.63147, -6.12146], [-0.58010, -1.83108, -4.96649], [-1.38565, -0.49814, -4.35672], [-0.57674, 0.70202, -4.79498], [-1.15964, 1.39946, -6.00399], [-0.08876, 1.10898, -7.25549], [-0.26076, 1.65025, -3.66010], [1.33483, 2.13161, -3.53451], [-1.12309, 2.15144, -2.77241], [-1.33910, -2.41210, -7.28683], [-2.20098, -3.47238, -5.74834], [0.41090, -1.44220, -5.50688], [-0.22764, -2.57223, -4.13014], [-1.42419, -0.66060, -3.18496], [-2.51597, -0.47954, -4.71152], [-2.25701, 1.02557, -6.26770], [-1.15652, 2.58753, -5.88762], [0.05176, -0.06397, -7.35853], [-0.40252, 1.63671, -8.25409], [0.95835, 1.50999, -6.84694], [1.94959, 1.54600, -4.37269], [1.81523, 1.82022, -2.51003], [1.47076, 3.27954, -3.79245], [-3.09212, 0.10171, 0.40937], [-2.49197, -0.82434, 1.43551], [-1.49866, -1.61181, 0.60916], [-1.05165, -0.74448, -0.44204], [-1.90250, 0.40978, -0.47334], [-3.54761, 0.99759, 0.83880], [-3.85798, -0.43010, -0.16768], [-1.96354, -0.24016, 2.19812], [-3.22626, -1.45860, 1.93855], [-1.97093, -2.48394, 0.14470], [-0.64050, -1.95112, 1.19644], [-1.32897, 1.25802, -0.08401], [-2.19068, 0.62763, -1.50542], [-6.59317, 1.58783, -0.72615], [-5.46634, 2.18713, -1.52730], [-6.20866, 3.06854, -2.50797], [-7.40594, 3.50607, -1.85053], [-7.57481, 2.73680, -0.65181], [-6.28764, 1.22387, 0.25805], [-7.03769, 0.75159, -1.27883], [-4.83468, 2.80253, -0.87587], [-4.83135, 1.44454, -2.01705], [-6.50373, 2.50828, -3.40150], [-5.62100, 3.93710, -2.81896], [-7.35536, 3.39140, 0.19870], [-8.61177, 2.39874, -0.57356], [1.96563, -0.93433, 2.51372], [2.89338, -0.41557, 3.58185], [3.83302, -1.58485, 3.78056], [3.92412, -2.26427, 2.52071], [2.90089, -1.75585, 1.65369], [1.45441, -0.14634, 1.95497], [1.20594, -1.58345, 2.96523], [3.44905, 0.44987, 3.20195], [2.38285, -0.11748, 4.50110], [3.43565, -2.29384, 4.51460], [4.83020, -1.27126, 4.10268], [3.38628, -1.13605, 0.89192], [2.39291, -2.58649, 1.15602], [7.19266, -1.62056, 7.78249], [8.31949, -1.02126, 6.98135], [7.57717, -0.13984, 6.00068], [6.37989, 0.29768, 6.65811], [6.21103, -0.47158, 7.85683], [7.49819, -1.98452, 8.76669], [6.74815, -2.45679, 7.22981], [8.95115, -0.40585, 7.63278], [8.95448, -1.76384, 6.49159], [7.28210, -0.70010, 5.10714], [8.16484, 0.72872, 5.68968], [6.43047, 0.18302, 8.70735], [5.17407, -0.80964, 7.93508], [-0.24441, 3.90932, -0.44283], [0.03538, 5.36620, -0.17838], [0.44392, 5.35100, 1.27850], [1.06178, 4.08017, 1.52419], [0.81077, 3.22631, 0.39940], [-0.18914, 3.63590, -1.49955], [-1.24352, 3.65014, -0.07277], [0.87535, 5.70093, -0.79846], [-0.81738, 6.02075, -0.37555], [-0.42771, 5.43160, 1.93662], [1.14358, 6.15452, 1.52608], [1.75021, 3.11754, -0.15346], [0.49517, 2.23937, 0.74877], [-1.34599, -4.58882, 4.97419], [-2.00183, -5.76331, 4.29509], [-2.94035, -5.08326, 3.32229], [-2.32928, -3.83857, 2.95559], [-1.22779, -3.59333, 3.84091], [-0.38357, -4.82794, 5.43360], [-2.00901, -4.19234, 5.75235], [-1.24943, -6.34166, 3.74601], [-2.51659, -6.43830, 4.98352], [-3.90372, -4.85713, 3.79150], [-3.12120, -5.68290, 2.42553], [-0.30312, -3.74613, 3.27375], [-1.25716, -2.55675, 4.18780], [2.16305, -5.52811, 0.91576], [0.86076, -5.62704, 0.16409], [1.01909, -6.93920, -0.57266], [1.85146, -7.77612, 0.24211], [2.42870, -6.97233, 1.28035], [2.11874, -4.86975, 1.78701], [2.95051, -5.16046, 0.24712], [0.02750, -5.69503, 0.87341], [0.67317, -4.78259, -0.50391], [1.52605, -6.79722, -1.53297], [0.06181, -7.43652, -0.75361], [1.93756, -7.24032, 2.22215], [3.49592, -7.19381, 1.36795], [-1.53434, 6.35805, -5.44655], [-1.25103, 6.71426, -4.01003], [-0.23552, 5.66345, -3.61740], [0.49964, 5.33154, -4.80336], [-0.17664, 5.90057, -5.93300], [-1.94039, 7.18619, -6.03288], [-2.24663, 5.52548, -5.48895], [-0.79678, 7.71075, -3.95779], [-2.13860, 6.70918, -3.37229], [-0.72519, 4.75084, -3.26141], [0.45318, 6.01453, -2.84351], [0.42217, 6.74566, -6.28975], [-0.24545, 5.15897, -6.73362]], "energy_ev": -61256.72183, "orbital_gap_ha": 0.3412, "multiplicity": 1, "smiles": "BCCN(CC)C(C)=O.C1CCOC1.C1CCOC1.C1CCOC1.C1CCOC1.C1CCOC1.C1CCOC1.C1CCOC1.C1CCOC1"}



{"formula": "C5H10O2", "method": "wB97M-V/def2-TZVPD", "species": ["C", "O", "C", "C", "O", "C", "C", "H", "H", "H", "H", "H", "H", "H", "H", "H", "H"], "coordinates": [[-1.13120, -1.91833, 0.36521], [0.00129, -1.09730, 0.48033], [0.30249, -0.30479, -0.63685], [-0.81399, 0.57309, -1.21880], [-0.32165, 1.73035, -0.53976], [0.89849, 1.04390, -0.18921], [1.26773, 1.20118, 1.26623], [-2.06185, -1.34124, 0.43800], [-1.14630, -2.48420, -0.57594], [-1.09443, -2.61961, 1.20085], [0.87829, -0.88719, -1.36739], [-1.84617, 0.33435, -0.94469], [-0.74498, 0.67869, -2.31133], [1.71807, 1.37548, -0.84329], [2.20711, 0.67771, 1.47495], [1.39911, 2.26262, 1.49997], [0.48798, 0.77528, 1.90170]], "energy_ev": -9440.44904, "e_above_lowest_kj_mol": 250.28, "orbital_gap_ha": 0.3961, "multiplicity": 1, "smiles": "CO[C@H]1CO[C@H]1C"}



{"formula": "C23H27O3Si", "method": "wB97M-V/def2-TZVPD", "species": ["C", "C", "C", "O", "Si", "C", "C", "C", "O", "C", "C", "H", "H", "H", "H", "H", "H", "H", "H", "H", "H", "H", "H", "H", "H", "H", "H", "C", "C", "C", "C", "C", "O", "C", "C", "C", "C", "C", "C", "C", "C", "C", "C", "H", "H", "H", "H", "H", "H", "H", "H", "H", "H", "H"], "coordinates": [[-0.92873, 0.13951, -1.49458], [-1.23716, 1.46447, -0.95856], [-0.33269, 2.48210, -1.33848], [0.92031, 2.31340, -1.66736], [2.18145, 3.49645, -1.43587], [3.56645, 2.31560, -1.08014], [2.46144, 4.51543, -2.95958], [1.73612, 4.55606, 0.02001], [-0.82182, 3.70919, -1.36199], [-2.28957, 3.61282, -1.11254], [-2.56639, 2.13456, -0.91909], [-1.69935, -0.59367, -1.22691], [-0.81042, 0.16536, -2.59038], [0.01159, -0.21505, -1.05863], [4.43783, 2.84027, -0.66531], [3.23397, 1.55742, -0.35749], [3.87147, 1.80362, -2.00279], [3.25545, 5.24936, -2.74932], [2.78890, 3.89642, -3.80478], [1.55886, 5.06618, -3.25247], [2.65608, 4.98532, 0.44579], [1.08188, 5.38494, -0.27965], [1.23539, 3.97732, 0.80747], [-2.49544, 4.20263, -0.21414], [-2.80947, 4.02730, -1.98416], [-3.21215, 1.73738, -1.71569], [-3.09634, 1.97852, 0.02704], [3.51689, -5.12169, 0.91860], [3.68201, -3.74132, 1.11821], [2.57194, -2.91481, 1.26640], [1.26176, -3.44158, 1.18922], [0.10966, -2.56676, 1.21814], [-1.05757, -3.25855, 1.17958], [-2.26411, -2.59262, 1.27857], [-2.32588, -1.18256, 1.40038], [-3.60800, -0.62067, 1.65863], [-4.72673, -1.44664, 1.73140], [-4.61129, -2.83611, 1.56299], [-3.37147, -3.42068, 1.35835], [-1.10555, -0.48138, 1.26847], [0.10330, -1.17467, 1.32912], [1.11073, -4.84580, 1.05046], [2.22128, -5.66161, 0.89565], [4.38655, -5.76410, 0.78877], [4.67970, -3.30572, 1.14803], [2.68163, -1.84075, 1.42194], [-3.66759, 0.45383, 1.85823], [-5.70417, -1.00903, 1.92393], [-5.49828, -3.47190, 1.58245], [-3.22656, -4.49449, 1.25198], [-1.10759, 0.61097, 1.30296], [1.05232, -0.64842, 1.44626], [0.11537, -5.29179, 1.03515], [2.08395, -6.73404, 0.74571]], "energy_ev": -38303.60374, "e_above_lowest_kj_mol": 39.46, "orbital_gap_ha": 0.1808, "total_charge": 1, "multiplicity": 1}



{"formula": "C32H25CdN5O9S3", "method": "wB97M-V/def2-TZVPD", "species": ["Cd", "C", "C", "N", "C", "C", "N", "C", "O", "O", "C", "O", "O", "H", "H", "H", "H", "H", "N", "C", "C", "C", "C", "C", "C", "S", "O", "O", "O", "H", "H", "H", "H", "H", "H", "N", "C", "C", "C", "C", "C", "C", "C", "C", "C", "C", "C", "C", "C", "H", "H", "H", "H", "H", "H", "H", "H", "H", "H", "O", "S", "O", "N", "C", "S", "C", "C", "C", "C", "C", "C", "H", "H", "H", "H"], "coordinates": [[13.04628, 14.14372, 10.91263], [10.65134, 16.60352, 8.87410], [10.22096, 15.89914, 10.12596], [10.99693, 15.23074, 10.91830], [10.18987, 14.78991, 11.96566], [8.92926, 15.23642, 11.77776], [8.97386, 15.97035, 10.60238], [7.63561, 14.96522, 12.41587], [7.72855, 14.33778, 13.54623], [6.57773, 15.26222, 11.93288], [10.76568, 13.87021, 13.00167], [10.07261, 13.55372, 13.95559], [11.94295, 13.45316, 12.81137], [11.73063, 16.85014, 8.99181], [10.10048, 17.49313, 8.67695], [10.54613, 15.83917, 8.08028], [8.17848, 16.47056, 10.24105], [8.72280, 14.05396, 13.73466], [15.18827, 13.43118, 12.14777], [15.86614, 13.77187, 13.35146], [16.74656, 14.84107, 13.42411], [17.40268, 15.12438, 14.64024], [17.20491, 14.34194, 15.73857], [16.32638, 13.21618, 15.63104], [15.67893, 12.96804, 14.46782], [18.26332, 14.59107, 17.21504], [17.59240, 13.83671, 18.30722], [18.32490, 16.03451, 17.39722], [19.52863, 14.05000, 16.69944], [15.42591, 14.13086, 11.40177], [15.36125, 12.50536, 11.80006], [16.99622, 15.40430, 12.53296], [18.15105, 15.88541, 14.73907], [16.24064, 12.59088, 16.50584], [15.00942, 12.10754, 14.42639], [14.41463, 15.70448, 10.03817], [14.31254, 16.89016, 10.41140], [15.16577, 17.92409, 9.73473], [15.72857, 18.99766, 10.44727], [16.63798, 19.85196, 9.81688], [16.83077, 19.77757, 8.43744], [16.05811, 18.88999, 7.70252], [15.30718, 17.94141, 8.37659], [13.36611, 17.41764, 11.51038], [13.45781, 16.85721, 12.79172], [12.58030, 17.22004, 13.79684], [11.56890, 18.11169, 13.47017], [11.49616, 18.66212, 12.21209], [12.47284, 18.39705, 11.25978], [15.52876, 19.14263, 11.48378], [17.10794, 20.66183, 10.37744], [17.48576, 20.43931, 7.93959], [16.10640, 18.94568, 6.58975], [14.76052, 17.17441, 7.83282], [14.25104, 16.15824, 12.97201], [12.61928, 16.73147, 14.73167], [10.73318, 18.26351, 14.20069], [10.67121, 19.33328, 11.95563], [12.38896, 18.93676, 10.30739], [15.33733, 11.49072, 9.91031], [13.98353, 10.99101, 10.02843], [13.64380, 10.28975, 11.25176], [12.99573, 12.21636, 9.70075], [12.22165, 12.05741, 8.59682], [11.19170, 13.08415, 7.85907], [12.58747, 10.71593, 7.93463], [12.01454, 10.17647, 6.77236], [12.62803, 9.11310, 6.16487], [13.62649, 8.41327, 6.90593], [14.07742, 8.85416, 8.12493], [13.61851, 10.06920, 8.58038], [11.16141, 10.64102, 6.31674], [12.33530, 8.75284, 5.20890], [14.01452, 7.50532, 6.48144], [14.85006, 8.36541, 8.69167]], "energy_ev": -96542.99516, "e_above_lowest_kj_mol": 0.00, "orbital_gap_ha": 0.2431, "total_charge": -2, "multiplicity": 1}



{"formula": "C7H13NO", "method": "wB97M-V/def2-TZVPD", "species": ["C", "C", "C", "C", "C", "C", "C", "O", "N", "H", "H", "H", "H", "H", "H", "H", "H", "H", "H", "H", "H", "H"], "coordinates": [[0.16479, 0.92391, 0.84752], [1.44095, -1.73753, -1.74595], [0.90049, 1.81329, 0.12711], [0.73779, 0.27923, 2.07179], [-1.14752, 0.43902, 0.38505], [-1.37483, 0.35300, -1.07589], [-2.11353, 0.07095, 1.23317], [1.40985, -0.75575, -0.74621], [-2.13794, -0.43069, -1.70361], [-2.62976, -1.09163, -1.10024], [-0.84397, 1.08199, -1.68280], [1.42141, -2.71262, -1.24380], [2.36424, -1.69511, -2.33549], [0.56657, -1.68810, -2.40457], [1.75274, 2.28252, 0.59657], [0.41298, 2.47722, -0.57190], [1.47703, 0.29116, -0.97761], [0.15512, 0.54031, 2.95552], [1.76424, 0.59389, 2.22861], [0.72870, -0.80211, 1.96005], [-1.98355, 0.06438, 2.30282], [-3.06578, -0.29734, 0.87985]], "energy_ev": -11004.67073, "e_above_lowest_kj_mol": 297.39, "orbital_gap_ha": 0.3474, "multiplicity": 1, "smiles": "[H]/N=C\\C(=C)C(=C)C.CO"}



{"formula": "C3H10N2Si", "method": "wB97M-V/def2-TZVPD", "species": ["C", "C", "C", "N", "N", "Si", "H", "H", "H", "H", "H", "H", "H", "H", "H", "H"], "coordinates": [[-2.68081, -0.98205, 0.66123], [-2.18812, -0.30591, -0.31291], [1.33421, 1.72747, -0.75789], [1.40757, -1.25858, -1.03170], [1.39043, -0.62967, 1.51188], [0.87007, 0.01701, -0.01448], [-3.63304, -1.53788, 0.92966], [-2.01891, -0.95079, 1.56008], [-2.57911, -0.40598, -1.33198], [0.61288, 2.40790, -0.38255], [2.42194, 1.91641, -0.54495], [1.16309, 1.55847, -1.73270], [1.23423, -1.19005, -2.02235], [1.17201, -2.23946, -0.80738], [0.69373, -1.21464, 1.88683], [1.64264, 0.04535, 2.23952]], "energy_ev": -14128.35724, "e_above_lowest_kj_mol": 320.30, "orbital_gap_ha": 0.2736, "multiplicity": 1}



{"formula": "C4H5NO", "method": "wB97M-V/def2-TZVPD", "species": ["O", "C", "C", "C", "C", "N", "H", "H", "H", "H", "H"], "coordinates": [[-0.70721, 0.29273, -1.82367], [-1.27170, -0.06992, -0.82242], [-0.52120, -0.63513, 0.36723], [0.69800, 0.24617, 0.71719], [1.52776, 0.64019, -0.42900], [2.27398, 1.00957, -1.23013], [-2.37144, 0.01593, -0.73655], [-0.17431, -1.64295, 0.10822], [-1.19707, -0.74332, 1.22441], [1.35923, -0.28403, 1.40920], [0.38396, 1.17075, 1.21551]], "energy_ev": -7765.63583, "e_above_lowest_kj_mol": 85.93, "orbital_gap_ha": 0.3908, "multiplicity": 1, "smiles": "N#CCCC=O"}



{"formula": "C8H10N2O", "method": "wB97M-V/def2-TZVPD", "species": ["C", "C", "C", "C", "C", "C", "C", "C", "N", "N", "O", "H", "H", "H", "H", "H", "H", "H", "H", "H", "H"], "coordinates": [[0.13028, -2.10188, 0.05080], [1.54640, -1.91699, 0.12960], [-0.65252, -0.99509, 0.04366], [-2.07015, -0.78197, -0.17694], [-1.08972, 1.27963, -0.21014], [2.22894, -0.62335, 0.07232], [1.28533, 0.48451, 0.29793], [-0.76262, 2.66451, -0.13705], [-2.99604, -1.61561, -0.18802], [-0.10539, 0.26150, 0.00571], [-2.21662, 0.75945, -0.31346], [-0.33258, -2.98984, 0.12037], [2.10882, -2.81837, 0.32234], [3.05412, -0.62720, 0.71720], [2.58313, -0.71023, -1.00324], [1.34731, 0.67142, 1.41873], [1.75177, 1.31156, -0.33937], [-1.21213, 3.18937, -0.99711], [0.33908, 2.72315, -0.33723], [-0.95648, 3.18050, 0.81577], [-3.98094, -1.34509, -0.29187]], "energy_ev": -13465.39353, "e_above_lowest_kj_mol": 41.03, "orbital_gap_ha": 0.2854, "total_charge": 2, "multiplicity": 1}